DFT (ωB97M-V/def2-TZVPD) results for 2 unconnected molecules or ions with the total composition C4H7BrN2O4 at a distorted geometry.

Last column: Mulliken charge in e.
CARTESIAN COORDINATES (ANGSTROEM)
C: -0.330 0.083 -0.817  -0.852
C: 1.581 0.296 0.834  -1.064
C: 0.439 0.849 -0.104  0.137
C: -1.480 0.886 1.702  -0.229
N: -1.712 -0.429 2.036  0.871
N: -2.260 1.708 0.963  1.095
O: -1.002 -1.045 2.785  -0.557
O: -2.629 -1.032 1.298  -0.473
O: -1.910 2.847 0.883  -0.572
O: -3.144 1.175 0.269  -0.705
Br: -0.257 1.861 2.775  -0.076
H: -0.244 -0.974 -0.774  0.237
H: -3.034 -0.275 0.656  0.507
H: -0.984 0.344 -1.610  0.322
H: 1.878 -0.761 0.584  0.267
H: 1.456 0.517 1.831  0.319
H: 2.409 1.039 0.673  0.335
H: 0.313 1.895 -0.193  0.437

Calculated total energy = -85465.320 eV
Relative energy (zero: lowest compared OMol25 entry of this formula, charge and spin) = 1.6114 eV
LUMO level (alpha / beta) = -1.58 / -1.58 eV